A 2-piece molecular cluster, C3H14BN3O overall, computed with ωB97M-V/def2-TZVPD.

Geometry as ORCA input:
```
! RIJCOSX wB97M-V def2-TZVPD def2/J DEFGRID3
* xyz 2 1
B 1.387 -0.447 0.300
C 1.910 -1.865 0.878
C -1.930 0.922 -2.566
C -0.523 0.803 1.653
N 0.300 0.290 0.687
N -1.766 1.225 -3.831
N -0.839 -0.179 2.909
O 2.167 -0.253 -1.036
H 2.891 -2.120 0.693
H 1.170 -2.783 0.693
H 1.820 -1.749 1.931
H -1.672 0.041 -2.115
H -2.410 1.746 -1.986
H -0.051 1.793 1.998
H -1.471 0.960 1.200
H -1.378 0.667 -4.475
H -2.028 2.114 -4.187
H 2.164 0.625 -1.410
H -0.202 -0.297 3.751
H -1.736 0.280 3.353
H -0.914 -1.065 2.531
H 3.112 -0.707 -0.972
*
```

Properties
LUMO level	-0.3156	Eh
highest occupied orbital energy	-15.474	eV
energy above the lowest of the compared OMol25 structures with the same formula, charge and spin	0.00	kJ/mol
calculated total energy	-10514.3988	eV

These are the Löwdin partial charges, in e, on atoms 1 to 2: -0.496, -0.016

---

A 3-piece molecular cluster, C3H14N2O2 overall, computed with ωB97M-V/def2-TZVPD.

Geometry as ORCA input:
```
! RIJCOSX wB97M-V def2-TZVPD def2/J DEFGRID3
* xyz 0 1
C -0.282 2.279 -1.459
C 0.673 1.778 -0.388
N 0.514 0.367 -0.111
C 0.931 -0.266 1.080
N 0.761 -1.728 0.951
H -0.192 1.721 -2.395
H -0.053 3.307 -1.757
H -1.354 2.139 -1.248
H 1.732 2.027 -0.543
H 0.460 2.388 0.503
H 0.228 -0.138 -0.932
H 0.374 0.063 1.973
H 1.983 -0.052 1.302
H 1.427 -2.162 0.324
H 0.959 -2.139 1.852
O -0.991 -2.112 3.675
H -0.529 -2.494 2.929
H -1.685 -2.746 3.840
O -1.364 -0.479 -3.036
H -1.335 -1.079 -3.803
H -2.259 -0.672 -2.756
*
```

Properties
SMILES	CCNCN.O.O
LUMO level	0.0267	Eh
highest occupied orbital energy	-7.793	eV
energy above the lowest of the compared OMol25 structures with the same formula, charge and spin	129.24	kJ/mol
calculated total energy	-10412.4516	eV

These are the Löwdin partial charges, in e, on atoms 1 to 2: -0.111, -0.298

---

A 3-piece molecular cluster, C3H14N2O2 overall, computed with ωB97M-V/def2-TZVPD.

Geometry as ORCA input:
```
! RIJCOSX wB97M-V def2-TZVPD def2/J DEFGRID3
* xyz 0 1
C -0.330 2.430 -0.233
C 0.042 1.112 0.421
N -0.471 -0.073 -0.445
C -0.364 -1.499 0.013
N -0.257 -2.568 -0.911
H -1.403 2.629 -0.453
H 0.128 3.344 0.253
H 0.269 2.320 -1.165
H -0.435 0.888 1.522
H 1.181 0.998 0.497
H -1.575 0.150 -0.587
H 0.664 -1.455 0.436
H -1.091 -1.721 0.745
H 0.040 -2.183 -1.835
H -1.145 -2.977 -1.140
O 0.539 -0.530 4.161
H 0.681 -1.460 3.977
H 1.310 -0.063 3.790
O 0.490 -0.031 -3.210
H 1.187 0.572 -3.543
H 0.539 0.117 -2.293
*
```

Properties
SMILES	CCNCN.O.O
LUMO level	0.0279	Eh
highest occupied orbital energy	-9.158	eV
energy above the lowest of the compared OMol25 structures with the same formula, charge and spin	189.52	kJ/mol
calculated total energy	-10411.8268	eV

These are the Löwdin partial charges, in e, on atoms 1 to 2: -0.131, -0.298

---

A 3-piece molecular cluster, C3H14NO2S overall, computed with ωB97M-V/def2-TZVPD.

Geometry as ORCA input:
```
! RIJCOSX wB97M-V def2-TZVPD def2/J DEFGRID3
* xyz 1 1
C -0.556 -1.053 0.874
C 0.526 -0.326 1.671
C 1.893 -0.230 1.013
S 1.760 0.264 -0.731
N -1.284 -0.139 -0.053
H -0.129 -1.850 0.281
H -1.294 -1.432 1.581
H 0.623 -0.822 2.633
H 0.179 0.668 1.996
H 2.387 -1.197 1.047
H 2.521 0.426 1.596
H 2.725 1.187 -0.774
H -2.122 -0.591 -0.439
H -1.599 0.738 0.395
H -0.716 0.140 -0.868
H -1.065 -1.532 -2.934
H -2.406 -2.235 -2.916
O -1.889 -1.582 -2.433
H -1.910 3.157 1.410
H -0.696 3.080 0.531
O -1.399 2.520 0.886
*
```

Properties
LUMO level	-0.1013	Eh
highest occupied orbital energy	-12.949	eV
energy above the lowest of the compared OMol25 structures with the same formula, charge and spin	1.53	kJ/mol
calculated total energy	-19752.7844	eV

These are the Löwdin partial charges, in e, on atoms 1 to 2: -0.159, -0.257

---

A 3-piece molecular cluster, C3H14NO3 overall, computed with ωB97M-V/def2-TZVPD.

Geometry as ORCA input:
```
! RIJCOSX wB97M-V def2-TZVPD def2/J DEFGRID3
* xyz 1 1
C -1.052 -1.263 0.147
O 0.113 -1.965 -0.009
C -0.708 0.172 0.476
C -1.658 0.758 1.404
N 0.655 0.043 1.341
H -1.578 -1.197 -0.937
H -1.683 -1.932 0.689
H 0.008 -2.972 -0.098
H -0.363 0.890 -0.352
H -1.338 0.573 2.475
H -2.668 0.335 1.462
H -1.864 1.822 1.267
H 0.548 -1.015 1.813
H 1.449 -0.123 0.744
H 0.743 0.706 2.004
H 2.579 -0.367 -1.697
H 2.478 1.182 -1.052
O 2.270 0.279 -1.120
H 0.191 1.979 -2.848
H 1.358 1.014 -2.613
O 0.518 1.083 -3.096
*
```

Properties
LUMO level	-0.1192	Eh
highest occupied orbital energy	-14.348	eV
energy above the lowest of the compared OMol25 structures with the same formula, charge and spin	269.75	kJ/mol
calculated total energy	-10962.2115	eV

These are the Löwdin partial charges, in e, on atoms 1 to 2: -0.256, -0.093

---

A 4-piece molecular cluster, C3H14NO4 overall, computed with ωB97M-V/def2-TZVPD.

Geometry as ORCA input:
```
! RIJCOSX wB97M-V def2-TZVPD def2/J DEFGRID3
* xyz 0 2
C -0.948 1.807 0.823
N 0.127 1.082 0.079
C -0.247 0.723 -1.308
C -0.870 -0.717 -1.289
O -0.617 -1.199 0.018
H -1.306 1.244 1.698
H -1.778 1.970 0.133
H -0.459 2.719 1.185
H 0.243 0.124 0.529
H 0.667 0.792 -1.916
H -0.898 1.457 -1.775
H -0.301 -1.436 -1.884
H -1.934 -0.605 -1.504
H 1.027 -1.637 0.218
H 1.958 -1.857 1.346
O 1.961 -1.901 0.380
H -1.661 -1.035 1.117
H -2.745 -0.135 1.822
O -2.474 -1.052 1.729
H 3.031 0.553 -0.543
H 3.436 -0.858 -0.230
O 3.790 -0.040 -0.628
*
```

Properties
LUMO level (alpha / beta)	0.0198 / -0.1329	Eh
highest occupied orbital energy (alpha / beta)	-10.686 / -9.966	eV
energy above the lowest of the compared OMol25 structures with the same formula, charge and spin	116.84	kJ/mol
calculated total energy	-13014.5579	eV

These are the Löwdin partial charges, in e, on atoms 1 to 2: -0.074, -0.051